# 1
C27H29As2F2N3O9Tl as an isolated structure, computed with ωB97M-V with the def2-TZVPD basis set.

Atoms and positions in Å:
C -1.786 -5.183 0.092
N 2.607 2.674 0.569
C -2.082 -2.387 1.289
H -2.708 -5.514 0.571
H -1.634 -1.065 -2.139
C 2.891 2.713 -0.729
C -3.092 -0.455 0.100
F 1.020 2.416 3.733
H -3.610 -2.470 4.758
H -1.866 0.580 -2.758
C 3.594 2.550 1.467
H -5.196 3.491 -2.180
C -0.581 3.074 -1.962
H -0.911 2.877 3.531
O -2.805 0.241 -1.011
H 1.949 3.663 -2.388
C 4.205 2.643 -1.179
H -0.942 -5.295 0.762
H 1.796 1.920 -2.362
C 5.224 2.512 -0.259
C -1.954 3.159 -1.331
O -0.369 -3.651 2.368
C 1.823 -1.196 -0.385
H 2.459 -3.847 -3.408
H 0.881 -4.255 -4.107
H 1.264 -0.076 3.133
C -1.684 -0.014 -1.866
H -3.323 2.889 1.620
C -4.430 3.190 -0.198
C 0.053 3.128 3.086
F 0.298 4.442 3.289
C 0.438 -1.617 -0.019
O 2.120 -0.028 -0.522
H -3.963 -2.619 3.018
C 4.004 -1.842 -0.931
C -4.314 3.358 -1.568
C 1.512 -3.441 -3.758
C 0.553 -3.480 -1.623
H 4.408 2.690 -2.241
C 4.916 2.460 1.097
C -1.385 -3.016 2.455
H 3.973 -1.378 -1.916
C -3.266 -2.230 3.758
H 0.752 -1.779 2.974
C -2.059 -1.069 1.019
C -3.276 3.024 0.546
C 1.764 2.811 -1.727
H -3.187 -1.151 3.637
O -4.222 -0.451 0.508
H -0.325 -0.579 3.725
H 1.667 -2.709 -4.543
H 4.560 -2.773 -0.958
C -0.163 -2.670 -0.577
N 0.461 2.942 -1.115
C 0.425 -0.745 2.953
As -0.319 -0.247 1.218
H 4.441 -1.149 -0.216
O 2.672 -2.202 -0.519
C -3.055 3.345 -2.147
H -0.741 0.309 -1.423
Tl 0.197 2.691 0.948
H 3.297 2.536 2.509
H 6.253 2.455 -0.589
O 0.742 -4.662 -1.544
As -2.076 -3.325 -0.418
H 5.686 2.363 1.849
O -0.476 3.113 -3.177
H -2.900 3.463 -3.210
N -2.065 3.007 -0.009
H -5.393 3.180 0.291
O -1.974 -2.858 3.645
O 0.856 -2.729 -2.690
H -1.629 -5.758 -0.817

Energy relative to the best compared isomer or geometry (same formula, charge and spin) ... 1.251 eV
Energy ... -183163.8724 eV
Total charge ... +1

# 2
C27H29AuBrGe2N2O2 as an isolated structure at a distorted geometry, computed with ωB97M-V with the def2-TZVPD basis set.

Atoms and positions in Å:
H -2.936 3.091 3.481
C -2.886 0.324 -0.202
H -3.367 -0.037 3.245
C 0.278 -3.667 1.413
H 2.873 -0.249 2.763
H -3.185 2.818 1.879
C -3.974 -0.235 0.359
H 3.840 -2.193 3.972
C -5.324 0.100 -1.688
H 2.927 0.431 -4.129
C 4.253 -1.923 2.975
C 0.225 2.879 -5.589
H -1.326 3.266 -2.671
C -1.143 -2.406 -0.672
N 2.367 0.807 -3.393
H -4.004 -0.726 1.429
N 0.436 2.145 -2.902
H -1.644 3.657 2.317
H 0.774 -4.155 2.285
H 0.044 -5.443 0.207
Au 0.367 1.809 -0.825
H -6.067 -0.777 0.127
C -0.133 -4.405 0.297
Br 7.229 -3.128 0.254
C 5.755 -2.342 1.074
H 5.760 -3.476 3.021
C -3.077 1.031 -1.415
H -4.267 1.468 -3.154
H -1.385 -4.241 -1.509
C -0.589 2.982 -3.344
C -0.017 -2.309 1.494
Ge -1.250 1.254 2.837
H 5.432 -1.058 -0.578
H 1.806 1.472 -5.962
H 0.436 -1.749 2.337
C 3.281 0.401 0.055
C 5.092 -1.293 0.398
H 1.188 1.572 2.918
H -2.282 1.603 -1.895
C -5.189 -0.347 -0.366
C -2.335 2.833 2.570
H 0.357 2.624 4.155
C -4.272 0.846 -2.195
O 2.272 1.025 0.521
Ge -1.033 0.274 0.501
H -2.493 0.153 4.818
C -0.575 3.458 -4.583
C 3.631 -0.885 2.276
C 3.950 -0.642 0.938
H -1.977 -1.072 3.585
C 0.470 1.593 3.761
C 5.292 -2.740 2.397
C -0.833 -3.741 -0.759
C -2.434 -0.083 3.718
H 0.685 0.923 4.606
H -6.291 0.092 -2.186
C 1.338 1.584 -3.779
O 3.659 0.456 -1.151
H -1.288 4.249 -4.870
H -1.799 -1.946 -1.371
H 2.773 0.805 -2.388
H 0.021 2.925 -6.611
C 1.162 1.939 -5.201
C -0.597 -1.620 0.409

Energy relative to the best compared isomer or geometry (same formula, charge and spin) ... 0.179 eV
Multiplicity ... 2
<S²> ... 0.7576
Energy ... -222309.2606 eV

# 3
C27H29BIrN12O3PS3 as an isolated structure at a distorted geometry, computed with ωB97M-V with the def2-TZVPD basis set.

Atoms and positions in Å:
C -3.562 2.361 1.451
H -5.606 0.662 1.870
C -1.293 -0.607 3.775
N -3.998 -0.636 2.420
C -1.924 3.017 0.153
C 2.359 -0.472 -1.438
C 2.429 -1.812 0.324
C -2.330 -1.199 -1.809
Ir -0.195 0.363 -0.118
N 1.439 -6.168 -0.415
H -4.422 2.261 2.087
C 0.016 -0.304 4.096
C 3.876 -4.039 1.181
H 1.010 -4.315 -4.503
H 3.907 1.924 -1.427
H 0.591 6.691 -2.628
O 2.494 3.308 -2.024
H 3.231 1.686 -3.062
C -6.042 -1.137 3.087
C 2.154 -2.376 1.574
C 1.193 5.563 -0.901
C 3.588 2.425 -2.343
H 1.073 -5.494 -3.230
H -5.282 -3.014 4.054
H -1.268 3.580 -0.479
C 0.966 -5.181 -0.785
S -0.043 1.605 -2.225
C 2.873 -3.477 1.983
H -3.868 -2.756 -2.176
C 3.448 -2.371 -0.452
H 0.495 -0.402 5.053
N 1.805 -0.693 -0.280
H 2.656 -3.917 2.947
H -2.095 -0.993 4.378
H 2.040 7.295 -1.813
H -1.831 -1.008 -2.743
B -2.792 -0.177 1.643
H 1.569 0.522 2.716
H 5.525 2.616 -3.223
H -7.102 -1.111 3.270
P 1.141 2.928 -1.291
N -1.485 -0.352 2.473
O 0.473 4.356 -1.299
H -3.485 4.458 0.776
S 1.417 2.123 0.524
H 4.345 3.793 -3.817
H 2.131 5.838 -2.815
H 2.003 0.302 -2.095
C -0.072 -3.044 -0.313
N -1.999 -0.502 -0.720
C 0.572 0.161 2.910
C 1.507 6.394 -2.119
C 4.696 3.261 -2.933
O 0.303 -2.429 -3.025
C 4.181 -3.486 -0.041
N -1.718 1.731 0.414
N -2.757 1.319 1.208
C 0.526 -3.574 -2.681
N -0.473 -2.267 0.443
N -0.348 0.158 1.948
N -3.891 -1.820 3.079
H 4.411 -4.913 1.523
N 0.933 -4.543 -3.526
H 2.095 5.279 -0.358
H -4.335 -2.341 0.493
H 5.058 3.989 -2.208
C -5.111 -2.111 3.491
C -5.293 -0.223 2.395
C -3.072 3.466 0.795
H 0.523 6.077 -0.215
H 4.963 -3.896 -0.664
H 1.380 -1.969 2.205
C -3.612 -1.883 -0.163
C 0.417 -3.969 -1.242
C -3.363 -2.080 -1.509
N -2.766 -0.956 0.295
S 3.622 -1.496 -1.929

Energy relative to the best compared isomer or geometry (same formula, charge and spin) ... 1.842 eV
Multiplicity ... 2
<S²> ... 0.7744
Energy ... -97802.3137 eV
Total charge ... +1

# 4
C27H29F4MnN6O3S as an isolated structure, computed with ωB97M-V with the def2-TZVPD basis set.

Atoms and positions in Å:
N 0.391 -2.080 0.562
C -3.531 -1.122 0.016
F 1.796 -4.142 2.183
N -0.264 2.735 -0.875
H -4.799 2.196 -4.374
C -3.183 2.121 -2.961
F 4.567 -0.110 -0.213
C 2.662 1.691 -2.955
H -3.569 1.270 -2.413
F 1.910 -0.212 -0.473
H 1.721 2.007 -3.393
Mn -0.386 -0.013 0.451
H -1.657 -1.220 2.789
C 4.584 -2.058 1.138
H 1.947 -0.454 4.216
C 1.535 0.867 2.583
H -3.819 -0.081 0.146
H 3.331 -3.522 -3.316
C -1.900 -2.780 0.585
H -1.879 -2.948 -0.494
C -2.099 4.251 -4.353
C -3.858 2.630 -4.058
C 2.345 0.373 3.640
C 3.807 -3.050 1.702
H 3.735 -2.322 -2.095
S 0.238 -0.056 -3.841
H 1.865 3.348 0.149
C -1.287 2.052 -1.359
H 3.483 2.232 -3.425
N -2.332 -1.398 0.797
C 1.703 -2.170 0.808
C -2.579 -1.129 2.215
N 0.269 2.083 0.226
H -3.808 4.101 -5.627
H 5.653 -2.014 1.282
H -3.322 -1.277 -1.041
O -0.272 4.335 -2.879
H 0.028 3.862 -2.050
C 1.786 -0.564 -3.432
C 3.386 -2.454 -3.122
H -2.627 -3.479 1.029
H -0.530 -3.014 2.232
H 4.176 0.474 4.721
C 3.588 0.895 3.912
C -1.429 3.753 -3.234
H 5.085 2.366 3.372
H -4.362 -1.774 0.326
C -3.301 3.698 -4.757
C -1.975 2.663 -2.531
F 4.408 -4.006 2.442
H 3.594 -0.150 -2.659
H -3.333 -1.815 2.629
C 2.540 -1.173 0.249
H 4.122 -2.023 -3.806
C 2.436 -3.121 1.557
H 1.286 -2.485 -3.493
C 1.385 2.511 0.665
H -1.649 5.076 -4.893
C 3.344 2.451 2.120
N 2.826 0.260 -3.166
H 3.728 3.264 1.509
O 0.370 0.347 2.364
C 3.894 -1.109 0.402
C 4.108 1.954 3.155
C -0.515 -3.052 1.134
O -1.721 0.940 -0.905
H 2.644 1.917 -1.887
H -2.940 -0.106 2.325
C 2.080 1.936 1.806
H -0.256 -4.080 0.864
N 2.075 -1.883 -3.345

Multiplicity ... 6
<S²> ... 8.7546
Energy ... -96582.5104 eV
Total charge ... -1